Below is C22H45GeO3PPdSi2Te as an isolated structure, with properties calculated with the ωB97M-V functional and the def2-TZVPD basis.

Last column: Löwdin charge in e.
Atoms and positions in Å:
Pd 0.4971 0.3666 0.3776  0.128
C 4.2661 -0.4009 0.4608  -0.185
Si 2.8321 0.6751 -0.0340  0.581
C 2.4127 0.3865 -1.8367  -0.179
C 3.0643 2.4378 0.5193  -0.304
C 4.3223 2.9284 0.8564  -0.098
C 4.4834 4.2321 1.2931  -0.084
C 3.3759 5.0537 1.4070  -0.079
C 2.1181 4.5714 1.0827  -0.090
C 1.9364 3.2665 0.6349  -0.294
Si 0.2203 2.6561 0.0936  0.425
C -1.0648 3.5508 1.1397  -0.221
C 0.1090 3.1822 -1.7318  -0.208
H 5.0990 -0.1139 -0.1891  0.046
H 4.0542 -1.4526 0.3008  0.027
H 4.5720 -0.2548 1.4909  0.020
H 3.0973 1.0162 -2.4097  0.047
H 1.3999 0.6340 -2.1574  0.011
H 2.5952 -0.6623 -2.0716  0.040
H 5.1925 2.2896 0.7873  0.095
H 5.4662 4.6018 1.5518  0.103
H 3.4905 6.0720 1.7554  0.104
H 1.2693 5.2321 1.1906  0.093
H -0.9356 4.6320 1.1041  0.023
H -1.0022 3.2404 2.1833  0.033
H -2.0764 3.3371 0.7990  0.002
H -0.1511 4.2414 -1.7850  0.035
H -0.6105 2.6237 -2.3247  0.006
H 1.0862 3.0792 -2.2031  0.021
C -5.6519 0.4899 -2.8219  -0.116
C -5.4036 0.6676 -1.3307  -0.270
C -4.4555 1.8192 -1.0175  -0.302
C -3.0041 1.5488 -1.4062  -0.369
Ge -1.9970 0.4457 -0.0969  0.822
C -2.2645 -1.5020 -0.2978  -0.366
C -1.5516 -2.1798 -1.4507  -0.311
C -2.1268 -1.8314 -2.8163  -0.266
C -3.5259 -2.3815 -3.0344  -0.111
H -6.3627 -0.3112 -3.0224  0.072
H -4.7356 0.2481 -3.3583  0.051
H -6.0545 1.4063 -3.2556  0.074
H -5.0089 -0.2638 -0.9093  0.081
H -6.3563 0.8383 -0.8231  0.105
H -4.5042 2.0507 0.0499  0.087
H -4.8221 2.7149 -1.5321  0.107
H -2.4811 2.5032 -1.4942  0.026
H -2.9528 1.0989 -2.3994  0.042
H -2.6274 0.8378 1.2668  -0.034
H -3.3458 -1.6609 -0.3573  0.044
H -1.9512 -1.9366 0.6587  0.050
H -1.6046 -3.2661 -1.3150  0.098
H -0.4872 -1.9325 -1.4171  0.073
H -1.4586 -2.2236 -3.5905  0.107
H -2.1297 -0.7428 -2.9541  0.082
H -3.5396 -3.4659 -2.9110  0.077
H -3.8951 -2.1588 -4.0359  0.072
H -4.2457 -1.9653 -2.3264  0.048
C -0.0376 -5.0239 0.7188  -0.073
C 0.8668 -4.7112 1.8839  -0.259
O 0.6037 -3.3839 2.3977  -0.292
P 1.4228 -2.1447 1.8217  0.092
O 1.3511 -2.0122 0.3320  -0.398
Te 0.6859 -0.1849 2.9755  0.667
O 2.9424 -2.4450 2.2211  -0.317
C 3.2958 -2.6420 3.6027  -0.301
C 4.4129 -1.7003 3.9758  -0.080
H 0.1189 -6.0524 0.3932  0.081
H 0.1639 -4.3554 -0.1137  0.058
H -1.0806 -4.9130 1.0082  0.083
H 1.9247 -4.7788 1.6122  0.115
H 0.6854 -5.3757 2.7317  0.121
H 3.5834 -3.6921 3.6971  0.122
H 2.4140 -2.4722 4.2300  0.085
H 5.2997 -1.8825 3.3703  0.080
H 4.6830 -1.8295 5.0232  0.081
H 4.0885 -0.6700 3.8319  0.061

Cartesian forces, eV/Å:
Pd -0.02 -0.12 0.01
C -0.04 0.19 -0.21
Si -0.35 -0.14 0.52
C 0.00 -0.13 0.03
C -0.09 -0.12 -0.12
C 0.11 -0.07 0.01
C 0.07 0.06 0.04
C 0.06 0.10 0.05
C -0.07 0.03 0.03
C -0.13 -0.02 -0.06
Si -0.54 -0.13 -0.19
C 0.08 -0.05 -0.09
C 0.12 0.10 0.23
H 0.07 0.02 -0.02
H -0.04 -0.04 -0.04
H -0.01 0.04 0.12
H 0.06 0.05 -0.09
H -0.03 0.05 0.09
H 0.03 -0.01 0.01
H 0.08 -0.08 -0.01
H 0.04 0.01 0.01
H 0.00 0.03 0.01
H -0.10 0.05 0.00
H 0.06 0.12 -0.03
H 0.04 -0.05 0.03
H -0.07 -0.05 -0.05
H -0.04 0.10 -0.02
H -0.03 -0.05 0.04
H 0.09 -0.05 0.00
C -0.02 0.02 -0.04
C -0.10 -0.13 0.11
C -0.09 0.02 0.10
C 0.11 0.15 -0.07
Ge 0.27 0.44 -0.33
C -0.20 -0.01 0.40
C 0.15 -0.07 -0.06
C 0.19 0.08 -0.21
C -0.19 -0.03 -0.02
H -0.02 -0.05 0.02
H 0.06 0.00 -0.04
H -0.03 0.05 -0.01
H 0.02 0.05 0.00
H -0.03 0.03 -0.03
H -0.02 -0.01 0.04
H 0.02 -0.01 -0.05
H 0.00 -0.05 0.07
H 0.04 0.00 0.00
H 0.00 -0.04 0.01
H 0.02 -0.06 0.04
H 0.03 0.03 -0.07
H -0.03 -0.03 -0.06
H 0.02 0.03 -0.01
H -0.06 -0.01 0.02
H 0.02 -0.11 0.04
H 0.03 -0.05 0.01
H 0.00 0.01 -0.03
H 0.04 -0.01 -0.03
C -0.01 -0.06 -0.02
C 0.10 0.00 0.16
O -0.08 0.13 0.11
P 0.03 -0.04 -0.18
O -0.02 -0.05 0.19
Te 0.45 0.17 -0.21
O 0.03 -0.16 -0.08
C -0.16 -0.15 0.01
C 0.02 0.02 0.00
H 0.03 -0.04 -0.01
H 0.04 0.05 -0.05
H -0.07 0.01 0.04
H -0.07 -0.06 -0.03
H 0.02 0.02 -0.11
H 0.03 0.07 0.09
H 0.11 -0.01 0.01
H 0.01 -0.01 -0.05
H -0.01 -0.04 0.05
H -0.01 0.03 0.01

## Properties
Relative energy (zero: lowest compared OMol25 entry of this formula, charge and spin): 19.0 kcal/mol
F_max: 0.0125 hartree/bohr
E: -4484.280488 Eh
LUMO: -1.14 eV
Kohn-Sham gap: 5.8 eV



Below is C5H12O3 as an isolated structure at a distorted geometry, with properties calculated with the ωB97M-V functional and the def2-TZVPD basis.

Last column: Löwdin charge in e.
Atoms and positions in Å:
C -1.9129 -2.7759 0.1064  -0.519
O -2.8842 -3.4881 0.5611  -0.343
C -1.5074 -1.1075 0.8213  -0.160
C -0.0654 -0.5907 0.5051  -0.296
C 0.1961 0.3788 -0.5868  -0.244
C 0.4314 1.7758 0.0020  -0.466
O 1.7272 2.0854 0.3316  -0.332
H -0.9403 -3.2006 0.4475  0.047
H -1.9137 -2.5030 -0.8593  0.013
H -2.3221 -0.6160 0.2852  0.058
H -1.7763 -1.2732 1.7420  -0.014
H 0.5164 -1.6373 0.4021  0.107
H 0.3941 -0.2275 1.5041  0.106
H -0.7164 0.3790 -1.1892  0.084
H 1.1522 0.1668 -1.2748  0.146
H -0.0781 1.9402 1.1274  0.121
H -0.0571 2.6544 -0.5064  0.075
H 2.5317 2.3420 -0.7622  0.051
H 3.3156 3.6593 -1.0255  -0.153
O 3.2873 2.9319 -1.5151  -0.281

Cartesian forces, eV/Å:
C 2.49 0.43 4.86
O -1.86 -0.05 0.43
C 0.41 -0.35 -6.68
C 0.99 -4.00 3.36
C 1.03 0.87 -1.36
C -0.69 2.25 3.46
O 1.39 -0.32 -1.57
H 0.67 -0.08 -0.64
H 0.09 0.87 -4.23
H 0.13 0.73 0.16
H -1.00 -0.57 5.37
H -0.77 1.94 -0.32
H -0.58 -0.23 -1.58
H 0.17 0.12 -0.49
H -2.10 0.23 1.50
H 0.04 -1.11 -2.44
H 0.12 -0.81 -0.66
H 0.30 0.77 0.04
H 0.31 4.99 3.14
O -1.14 -5.70 -2.36

## Properties
Relative energy (zero: lowest compared OMol25 entry of this formula, charge and spin): 67.5 kcal/mol
F_max: 0.1303 hartree/bohr
Net charge: -2
E: -423.232640 Eh
LUMO: 6.76 eV
Kohn-Sham gap: 6.3 eV



Below is a 9-piece molecular cluster, C32H51BNO20S overall at a distorted geometry, with properties calculated with the ωB97M-V functional and the def2-TZVPD basis.

Last column: Löwdin charge in e.
Atoms and positions in Å:
N 1.6254 0.5199 6.0539  0.107
B 1.5836 0.2985 4.5839  -0.535
O 0.2974 0.2408 3.9012  0.024
S 3.0839 0.0281 3.4749  0.579
O 2.6299 -0.1225 2.0249  -0.446
O 3.7162 -1.2708 3.9746  -0.437
O 4.2079 1.1747 3.6282  -0.479
H 1.1470 1.4216 6.2934  0.019
H 0.9818 -0.2006 6.4333  0.073
H 0.3075 -0.6562 3.4962  0.087
O 0.5223 2.9157 6.2543  0.095
C -0.2577 3.4018 5.4754  -0.437
O 0.0211 3.6204 4.1694  0.058
C -1.0790 4.3026 3.5521  -0.144
C -2.2719 4.0010 4.4298  -0.166
C -1.6443 3.8870 5.8037  -0.067
H -0.8496 5.3720 3.5134  0.129
H -1.2152 3.9350 2.5356  0.111
H -3.0555 4.7571 4.3667  0.115
H -2.7081 3.0398 4.1454  0.095
H -1.5742 4.8557 6.3046  0.130
H -2.1731 3.1685 6.4288  0.130
O -2.9059 4.1715 0.6832  0.119
C -4.0053 3.7452 0.9133  -0.475
O -4.5220 3.6179 2.1640  0.021
C -5.8053 2.9778 2.0875  -0.144
C -6.2819 3.2150 0.6751  -0.159
C -4.9864 3.2361 -0.1103  -0.075
H -5.6798 1.9144 2.3102  0.121
H -6.4791 3.4157 2.8246  0.130
H -6.9930 2.4634 0.3306  0.104
H -6.7665 4.1942 0.6071  0.121
H -4.6847 2.2347 -0.4257  0.120
H -5.0436 3.9073 -0.9661  0.128
O -9.1697 1.2571 1.9145  0.118
C -9.9472 1.7353 1.1278  -0.475
O -9.6704 1.9538 -0.1899  0.016
C -10.7770 2.6331 -0.7993  -0.163
C -11.9673 2.3317 0.0827  -0.166
C -11.3357 2.2190 1.4547  -0.081
H -10.5494 3.7023 -0.8398  0.128
H -10.9180 2.2632 -1.8155  0.127
H -12.7513 3.0875 0.0206  0.118
H -12.4041 1.3694 -0.2002  0.121
H -11.2662 3.1891 1.9517  0.135
H -11.8623 1.5018 2.0824  0.129
O 7.5646 -4.5188 0.0638  0.080
C 6.8581 -3.5833 0.3524  -0.487
O 5.6518 -3.3462 -0.2193  0.007
C 5.1280 -2.0992 0.2693  -0.145
C 5.8339 -1.8581 1.5808  -0.156
C 7.1889 -2.4961 1.3430  -0.082
H 5.3423 -1.3188 -0.4681  0.125
H 4.0480 -2.1779 0.3960  0.123
H 5.8848 -0.8039 1.8534  0.123
H 5.3140 -2.3874 2.3830  0.111
H 7.8936 -1.7980 0.8833  0.127
H 7.6045 -2.9140 2.2591  0.125
O 3.1383 -5.1084 -5.9659  0.104
C 4.0224 -5.0269 -5.1548  -0.481
O 5.3205 -4.7724 -5.4739  0.017
C 6.1262 -4.8512 -4.2890  -0.156
C 5.1687 -4.6298 -3.1414  -0.155
C 3.8813 -5.2311 -3.6686  -0.064
H 6.5978 -5.8378 -4.2532  0.127
H 6.9062 -4.0888 -4.3244  0.112
H 5.5088 -5.0732 -2.2057  0.114
H 5.0312 -3.5579 -2.9752  0.107
H 3.8159 -6.3016 -3.4606  0.135
H 3.0054 -4.7106 -3.2829  0.126
O 0.3781 -3.2085 -1.6156  0.099
C 0.9474 -2.2867 -2.1401  -0.487
O 2.0086 -1.6412 -1.5926  0.035
C 2.3717 -0.5311 -2.4239  -0.159
C 1.8188 -0.8592 -3.7890  -0.170
C 0.5731 -1.6536 -3.4557  -0.083
H 1.9309 0.3779 -2.0036  0.134
H 3.4540 -0.4232 -2.4388  0.098
H 1.6258 0.0251 -4.3986  0.119
H 2.5234 -1.4940 -4.3305  0.099
H -0.2955 -1.0076 -3.3059  0.127
H 0.3630 -2.4109 -4.2101  0.125
O -2.9223 0.5016 4.2950  0.123
C -3.2043 0.0282 3.2291  -0.470
O -4.4626 -0.3706 2.8879  0.008
C -4.4335 -0.9864 1.5945  -0.165
C -3.1852 -0.4531 0.9274  -0.150
C -2.2450 -0.2556 2.1009  -0.071
H -4.4033 -2.0720 1.7255  0.128
H -5.3377 -0.7226 1.0433  0.120
H -2.7915 -1.1176 0.1571  0.122
H -3.3984 0.5144 0.4613  0.099
H -1.6829 -1.1633 2.3293  0.136
H -1.5702 0.5835 1.9393  0.133
O 4.8014 -1.0926 -4.0509  0.109
C 5.6881 -0.8409 -4.8215  -0.452
O 5.5145 -0.7279 -6.1639  0.040
C 6.7863 -0.5332 -6.7947  -0.161
C 7.6887 0.0130 -5.7106  -0.162
C 7.1388 -0.6527 -4.4649  -0.071
H 7.1346 -1.4957 -7.1805  0.129
H 6.6792 0.1627 -7.6277  0.125
H 8.7459 -0.1896 -5.8874  0.118
H 7.5620 1.0970 -5.6338  0.121
H 7.5922 -1.6312 -4.2913  0.126
H 7.2473 -0.0178 -3.5867  0.133

Cartesian forces, eV/Å:
N -0.58 -0.50 -0.95
B -1.97 0.74 0.62
O 1.92 -1.41 1.11
S 6.05 0.38 -2.05
O 0.24 0.47 2.82
O -1.92 1.96 -0.45
O -4.32 -3.13 -0.34
H 0.91 -1.08 -0.36
H 0.43 0.48 -0.22
H -0.01 1.02 -0.42
O -0.43 0.99 -0.37
C 0.32 0.04 0.21
O 0.09 -0.17 0.68
C -0.18 0.10 -0.51
C -0.60 0.02 0.00
C -0.43 -0.17 -0.26
H 0.05 -0.04 0.02
H 0.24 0.02 0.10
H 0.09 -0.02 -0.09
H 0.07 0.12 0.04
H 0.07 -0.09 0.10
H 0.25 0.12 0.19
O -0.36 0.01 0.46
C 0.74 -0.03 -0.23
O 0.26 0.20 -0.36
C -0.39 -0.31 0.32
C -0.55 -0.08 -0.39
C -0.52 0.18 0.02
H 0.02 0.07 0.04
H 0.26 -0.01 0.09
H 0.02 0.04 0.14
H 0.02 -0.07 0.01
H 0.08 0.10 -0.07
H 0.33 -0.18 -0.04
O -0.22 0.27 -1.00
C 0.66 -0.21 0.99
O 0.04 -0.20 0.43
C -0.11 0.19 -0.44
C -0.58 0.04 -0.03
C -0.43 -0.14 -0.31
H 0.01 -0.05 0.02
H 0.26 -0.01 0.08
H 0.09 -0.03 -0.07
H 0.03 0.09 -0.01
H 0.04 -0.11 0.11
H 0.25 0.17 0.22
O -0.53 0.02 -0.25
C 0.50 -0.13 -0.15
O 0.66 -0.51 0.05
C -0.65 0.57 0.17
C 0.04 0.26 0.43
C -0.42 0.09 0.25
H 0.02 -0.08 -0.05
H 0.11 -0.06 -0.15
H -0.20 -0.10 0.04
H -0.06 0.24 -0.04
H 0.11 -0.13 0.01
H 0.26 -0.02 -0.24
O 0.63 0.21 -0.08
C -0.76 -0.34 -0.23
O -0.31 0.05 -0.25
C 0.31 -0.02 0.25
C 0.05 0.07 0.62
C 0.28 0.40 0.22
H -0.01 0.04 -0.04
H -0.05 -0.08 -0.22
H 0.06 0.12 -0.09
H 0.04 -0.11 0.04
H -0.15 0.04 -0.05
H -0.12 -0.29 -0.13
O 0.45 0.23 0.04
C -0.41 -0.26 0.49
O -0.44 -0.54 -0.18
C 0.32 0.57 0.09
C -0.03 0.07 -0.59
C 0.30 0.13 -0.38
H -0.03 -0.09 0.07
H -0.16 -0.12 0.24
H 0.07 0.00 0.08
H -0.05 0.13 0.07
H -0.07 -0.15 0.03
H -0.27 -0.01 0.21
O -0.77 -0.08 -0.34
C 0.86 0.13 0.76
O -0.05 0.20 0.15
C -0.22 -0.20 -0.31
C 0.23 -0.08 -0.47
C -0.22 0.28 -0.50
H 0.01 0.05 0.01
H -0.08 -0.02 0.26
H -0.08 0.02 0.05
H 0.02 -0.08 0.02
H 0.06 0.12 0.04
H 0.19 -0.22 0.35
O 0.30 0.09 -0.71
C -0.29 -0.44 0.54
O -0.15 0.05 0.36
C 0.21 0.02 -0.42
C 0.51 0.24 0.04
C 0.28 0.44 -0.17
H -0.05 0.02 0.04
H -0.22 -0.14 0.05
H -0.09 -0.01 -0.06
H 0.02 -0.09 -0.03
H -0.08 0.03 0.13
H -0.11 -0.33 0.13

## Properties
F_max: 0.1244 hartree/bohr
Net charge: -1
E: -3232.742179 Eh
LUMO: 1.40 eV
Kohn-Sham gap: 6.0 eV



Below is a 4-piece molecular cluster, C3H12O4 overall at a distorted geometry, with properties calculated with the ωB97M-V functional and the def2-TZVPD basis.

Last column: Löwdin charge in e.
Atoms and positions in Å:
C 1.1821 -0.2526 0.4327  0.026
C 0.0200 0.3849 0.3742  -0.487
C -0.2473 1.5001 -0.5805  -0.033
O -1.0541 0.0298 1.1253  0.036
H 2.0866 0.1042 -0.0448  0.050
H 1.3685 -1.1177 1.0721  0.059
H 0.6951 1.9078 -0.9206  0.071
H -0.8052 1.1929 -1.4730  0.087
H -0.8093 2.2946 -0.0915  0.084
H -0.6725 -0.5392 1.8109  0.103
O -2.8632 -2.3872 3.1945  -0.060
H -2.7662 -2.3911 2.2365  0.026
H -3.7047 -2.8176 3.3721  0.034
O 4.7959 3.4205 -1.8446  -0.062
H 4.3859 3.1405 -1.0171  0.030
H 4.7584 2.6275 -2.3901  0.031
O -2.3845 -2.1175 -1.5869  -0.060
H -2.1875 -3.0256 -1.3358  0.031
H -1.7981 -1.9543 -2.3335  0.033

Cartesian forces, eV/Å:
C 0.94 -0.36 0.52
C 0.03 -0.01 -0.77
C -0.17 0.27 0.03
O 0.32 -0.17 0.31
H -0.34 0.11 -0.32
H -0.35 0.20 0.02
H 0.20 0.11 -0.10
H -0.02 -0.17 0.32
H -0.07 0.01 0.00
H -0.56 -0.02 0.05
O 0.13 -0.01 -0.01
H -0.13 0.04 0.01
H 0.01 0.02 -0.06
O -0.14 -0.24 0.13
H 0.08 0.15 -0.05
H 0.06 0.09 -0.07
O 0.09 -0.12 -0.07
H -0.04 0.02 0.02
H -0.04 0.07 0.05

## Properties
Relative energy (zero: lowest compared OMol25 entry of this formula, charge and spin): 24.0 kcal/mol
SMILES: C=C(C)O.O.O.O
F_max: 0.0221 hartree/bohr
E: -422.423185 Eh
LUMO: 0.44 eV
Kohn-Sham gap: 9.4 eV